This record from the Open Molecules 2025 dataset describes a cluster of 6 separate species, C27H58F3O5P in total at a distorted geometry. The level of theory is ωB97M-V/def2-TZVPD.

orbital gap = 8.86 eV
structure (SMILES) = C#CCPCCC(F)=C(F)F.CCOCC.CCOCC.CCOCC.CCOCC.CCOCC
LUMO level = 0.0175 Ha

Cartesian coordinates (Å):
C 2.704 -0.622 0.467
C 1.702 -0.167 -0.418
C 0.515 0.240 -1.478
P 0.837 1.834 -2.477
C 2.594 2.536 -2.222
C 3.782 1.702 -3.030
C 4.581 0.620 -2.081
F 5.179 1.046 -0.761
C 4.744 -0.846 -2.398
F 4.426 -1.311 -3.788
F 5.173 -1.791 -1.300
H 3.723 -1.070 0.898
H -0.492 0.378 -0.864
H 0.361 -0.686 -2.200
H 0.779 1.430 -3.877
H 2.812 2.680 -1.081
H 2.599 3.630 -2.700
H 4.555 2.469 -3.498
H 3.305 1.119 -3.950
C 1.585 -2.622 6.740
C 1.275 -2.472 5.259
O 0.726 -1.202 4.920
C 1.538 -0.064 5.202
C 2.873 -0.079 4.478
H 0.680 -2.458 7.339
H 1.970 -3.626 6.950
H 2.333 -1.901 7.075
H 0.528 -3.222 4.980
H 2.160 -2.677 4.649
H 1.675 0.042 6.283
H 0.970 0.816 4.876
H 3.488 -0.934 4.770
H 3.437 0.832 4.700
H 2.720 -0.141 3.395
C -1.062 4.562 -7.735
C -1.206 3.109 -7.310
O -1.199 2.928 -5.896
C -2.232 3.587 -5.167
C -3.630 3.154 -5.574
H -0.136 4.989 -7.330
H -1.038 4.639 -8.827
H -1.889 5.176 -7.375
H -0.356 2.543 -7.703
H -2.103 2.658 -7.744
H -2.115 4.673 -5.246
H -2.079 3.337 -4.110
H -3.842 3.386 -6.621
H -4.380 3.661 -4.959
H -3.747 2.072 -5.449
C -3.005 -4.567 3.873
C -1.886 -5.586 4.019
O -1.627 -5.955 5.371
C -2.709 -6.551 6.084
C -3.212 -7.839 5.453
H -2.776 -3.661 4.447
H -3.138 -4.293 2.821
H -3.958 -4.953 4.240
H -0.961 -5.148 3.630
H -2.083 -6.477 3.414
H -3.521 -5.829 6.209
H -2.336 -6.774 7.091
H -3.603 -7.676 4.446
H -4.013 -8.272 6.059
H -2.399 -8.569 5.374
C -3.394 -4.291 -0.764
C -2.935 -2.860 -0.996
O -1.902 -2.746 -1.971
C -2.214 -3.207 -3.284
C -3.385 -2.475 -3.918
H -2.549 -4.919 -0.457
H -4.161 -4.324 0.016
H -3.818 -4.735 -1.667
H -2.528 -2.467 -0.059
H -3.778 -2.214 -1.260
H -2.383 -4.289 -3.273
H -1.320 -3.041 -3.896
H -4.309 -2.612 -3.352
H -3.556 -2.841 -4.935
H -3.185 -1.399 -3.962
C 2.586 7.876 1.632
C 1.971 7.300 0.366
O 2.800 6.337 -0.280
C 3.136 5.178 0.478
C 1.925 4.370 0.915
H 3.556 8.338 1.411
H 1.926 8.633 2.067
H 2.756 7.108 2.389
H 1.818 8.113 -0.350
H 0.983 6.875 0.566
H 3.756 5.455 1.337
H 3.764 4.552 -0.166
H 1.264 4.944 1.569
H 2.241 3.475 1.459
H 1.337 4.061 0.044